# C10H36N8O8

8 unconnected molecules or ions with the total composition C10H36N8O8 at a distorted geometry (ωB97M-V with the def2-TZVPD basis set, the Open Molecules 2025 dataset).

SMILES ... NC(N)=O.NC(N)=O.NC(N)=O.NC(N)=O.CCO.CCO.CO.CO
HOMO energy ... -8.99 eV
Largest force on an atom ... 9.3 eV/Å
E_tot ... -1442.47627 Eh
Kohn-Sham gap ... 9.11 eV

Cartesian coordinates (Å):
1 H -0.77 3.39 3.08
2 C 0.27 -0.63 -3.19
3 C 3.04 -0.54 -0.43
4 O 0.66 1.85 3.33
5 H 1.69 5.04 -1.94
6 H 2.22 3.27 -1.80
7 C -1.01 0.64 0.61
8 H 0.44 -3.41 1.37
9 H -3.26 -4.54 -0.30
10 H -1.10 -1.24 -0.37
11 H -1.21 -2.99 2.76
12 O -0.23 -3.21 -0.87
13 H 0.94 3.65 2.59
14 O 0.43 5.35 -0.12
15 C 0.98 4.17 -0.42
16 N -1.30 -0.21 -0.37
17 C -2.62 -3.68 -0.47
18 O 0.61 -2.70 1.90
19 H -3.06 -2.95 -1.17
20 O 4.33 -0.57 -0.91
21 N -0.03 0.20 1.49
22 N 2.47 0.49 0.14
23 C -3.15 2.44 -2.46
24 H -0.89 -5.10 -0.63
25 H 1.37 -1.61 0.09
26 H 1.30 2.27 -0.26
27 H -2.48 -3.22 0.51
28 H -1.61 1.55 -3.17
29 O -1.53 1.84 0.64
30 H 0.39 3.72 4.27
31 H 1.55 0.35 0.66
32 H -2.70 3.27 -1.86
33 N 0.97 -0.36 -4.26
34 C -1.28 -4.15 -1.06
35 H -0.86 -0.88 3.67
36 H 2.93 1.49 0.45
37 H 0.14 -3.75 3.74
38 H -1.99 0.16 -0.99
39 C 0.31 3.18 3.31
40 H 0.20 0.80 2.33
41 H 0.65 -3.67 -1.06
42 H -4.12 2.13 -2.09
43 O -0.70 -1.60 -3.17
44 N 1.00 3.08 0.24
45 H 1.58 1.84 3.68
46 H -0.17 -1.77 5.04
47 H 0.46 2.91 1.10
48 O -2.31 1.33 -2.61
49 H 0.81 -1.22 3.74
50 N 2.20 -1.54 -0.49
51 H 0.16 -0.77 1.76
52 H 1.71 0.44 -4.40
53 C -0.12 -1.61 3.97
54 N 1.67 4.08 -1.47
55 H 2.58 -2.38 -1.07
56 H 0.93 -1.07 -5.03
57 H -0.03 0.10 -1.33
58 C -0.13 -2.90 3.09
59 H -3.22 2.77 -3.52
60 H -1.25 -4.29 -2.15
61 H 1.56 0.48 -1.95
62 N 0.56 0.24 -2.21